Entry from OMol25: a molecular structure, C86H180F30N9O12P4S6 in a non-equilibrium geometry (ωB97M-V with the def2-TZVPD basis set).

```
! wB97M-V def2-TZVPD RIJCOSX def2/J DEFGRID3
* xyz 3 1
C -1.07176 1.98069 4.65741
C -1.99597 0.97690 5.41665
C -2.28696 -0.21647 4.47514
N -3.16997 -1.29936 4.95040
C -2.53914 -1.95509 6.05914
C -3.63093 -2.25695 3.82429
C -4.81310 -2.94900 4.48347
C -5.59392 -1.78339 5.03736
C -4.53879 -0.72087 5.47674
H -0.89344 2.86463 5.29295
H -1.69044 2.28251 3.76036
H -0.11300 1.54379 4.32074
H -2.85313 1.46689 5.77695
H -1.45146 0.68543 6.36687
H -1.36851 -0.73206 4.16502
H -2.85662 0.15414 3.61586
H -3.21419 -2.82152 6.26898
H -2.37436 -1.24999 6.82200
H -1.52772 -2.33061 5.82414
H -2.85006 -2.95862 3.46380
H -3.95420 -1.57763 3.03791
H -4.53087 -3.69781 5.21776
H -5.38859 -3.49823 3.73011
H -6.21786 -2.05935 5.89347
H -6.25942 -1.36495 4.26222
H -4.43512 -0.63028 6.54222
H -4.61487 0.29161 5.00443
C 1.34836 0.29532 -0.33312
C -0.14987 0.44260 -0.44994
C -0.58861 -0.26940 -1.72558
N -2.03567 -0.59530 -1.82951
C -2.32685 -1.52439 -0.65853
C -2.36891 -1.42053 -3.03082
C -3.91051 -1.31535 -3.01366
C -4.34085 -0.09561 -2.20875
C -3.02000 0.54242 -1.95317
H 1.76344 0.66381 0.59909
H 1.82859 0.83905 -1.14278
H 1.58027 -0.77211 -0.51996
H -0.57136 1.46353 -0.32553
H -0.59561 -0.13229 0.41889
H -0.15872 -1.27459 -1.62789
H -0.28548 0.24421 -2.59952
H -3.29976 -1.90759 -0.80987
H -2.37591 -1.05193 0.30376
H -1.68733 -2.38921 -0.60754
H -1.91807 -2.41485 -2.96275
H -1.94859 -0.98724 -3.93179
H -4.23977 -2.22497 -2.56983
H -4.21560 -1.35123 -4.04719
H -4.72533 -0.19964 -1.18003
H -5.05369 0.51489 -2.67360
H -2.93878 1.19908 -1.09898
H -2.67944 1.02233 -2.88127
C -4.09849 -1.89510 -9.25987
C -3.39045 -2.72236 -8.15494
C -1.83386 -2.55313 -8.29041
N -1.00221 -3.36624 -7.38325
C -1.40761 -4.79721 -7.55331
C -1.14270 -2.86343 -5.97885
C 0.05295 -1.99042 -5.73850
C 1.20331 -2.80915 -6.43329
C 0.46523 -3.16368 -7.77588
H -3.83716 -0.85394 -9.10240
H -5.21433 -1.96990 -9.22733
H -3.68915 -2.21988 -10.20550
H -3.67953 -3.75735 -8.22135
H -3.65519 -2.36181 -7.18951
H -1.69574 -1.44301 -8.21195
H -1.56391 -2.76308 -9.33843
H -0.66519 -5.32265 -6.94541
H -1.31644 -5.10791 -8.57762
H -2.42054 -4.87452 -7.25539
H -1.11569 -3.69603 -5.27049
H -2.05328 -2.30385 -5.90999
H 0.17411 -2.00142 -4.64041
H -0.09379 -0.95461 -6.10882
H 1.37730 -3.77268 -5.87007
H 2.14994 -2.38854 -6.64468
H 0.81651 -4.09655 -8.17427
H 0.51037 -2.38468 -8.51340
C -6.55074 7.73249 1.47244
C -7.03293 6.50113 0.74473
C -6.15850 6.31610 -0.57901
N -6.63791 5.18261 -1.44683
C -5.40270 4.83070 -2.33090
C -7.86099 5.57485 -2.27709
C -8.63068 4.29356 -2.38281
C -8.56971 3.77707 -0.98555
C -7.06226 3.82430 -0.72270
H -5.49400 7.74463 1.65326
H -6.97887 8.02733 2.42250
H -6.70220 8.56960 0.78217
H -8.08443 6.57047 0.43601
H -6.88768 5.64131 1.43320
H -5.12608 6.12183 -0.34604
H -6.22160 7.19749 -1.18673
H -4.68797 4.49458 -1.60232
H -5.17826 5.71211 -2.90852
H -5.67866 4.02460 -2.99734
H -7.54060 6.08537 -3.17537
H -8.40822 6.32291 -1.67260
H -8.47532 3.67922 -3.20191
H -9.70324 4.58307 -2.65707
H -8.94519 2.80486 -0.79350
H -9.11041 4.41575 -0.36505
H -6.53255 3.01638 -1.20723
H -6.73577 3.78391 0.32945
C -0.34595 5.47027 -5.05798
C 0.57373 5.43983 -6.31380
C 0.86780 3.98159 -6.78536
N 1.78941 3.87135 -7.93022
C 3.20594 4.31579 -7.62222
C 1.27469 4.54256 -9.14154
C 1.93976 3.80761 -10.32372
C 2.21746 2.41376 -9.76366
C 1.90385 2.35003 -8.30653
H -1.15318 4.83568 -5.33384
H -0.66972 6.48577 -4.85406
H 0.20600 5.04047 -4.19462
H 1.46768 6.07175 -6.16021
H -0.04046 5.82282 -7.12376
H -0.05014 3.47421 -7.05488
H 1.27582 3.41372 -5.94834
H 3.92465 4.09117 -8.41184
H 3.45359 3.92610 -6.62320
H 3.27409 5.42497 -7.51254
H 1.40683 5.61080 -9.17413
H 0.18504 4.35009 -9.30632
H 2.88545 4.22224 -10.65395
H 1.32000 4.00915 -11.17776
H 3.23738 2.09317 -9.93473
H 1.63976 1.63987 -10.27526
H 2.64213 1.93569 -7.64558
H 0.95898 1.86047 -8.04842
C -6.61570 -3.60771 -0.08105
C -8.05780 -3.18934 0.14256
C -8.62469 -3.64787 1.46921
N -10.14397 -3.37587 1.65276
C -10.89317 -4.40134 0.90304
C -10.55928 -1.97098 1.17769
C -11.92714 -1.72675 1.92356
C -11.76541 -2.53383 3.27669
C -10.51925 -3.36463 3.08128
H -6.52485 -4.65942 -0.11628
H -5.89728 -3.23439 0.63407
H -6.38596 -3.15538 -0.98026
H -8.66316 -3.62690 -0.63298
H -8.09118 -2.10424 0.10303
H -8.07532 -3.06010 2.24641
H -8.53197 -4.68074 1.69104
H -10.59852 -5.37200 1.18977
H -10.69199 -4.30855 -0.15933
H -11.92726 -4.30315 1.19049
H -10.84083 -1.86032 0.14989
H -9.70487 -1.35163 1.44090
H -12.76604 -2.09433 1.35184
H -12.07614 -0.61435 1.99229
H -12.65253 -3.06360 3.45091
H -11.61332 -1.85785 4.13546
H -10.57541 -4.38574 3.46009
H -9.70951 -2.83385 3.59658
C 6.16070 -2.63503 4.05288
C 6.83829 -2.22242 5.38731
C 7.24604 -0.81242 5.46628
C 6.08876 0.17674 5.20114
P 6.18123 1.66890 6.19616
C 6.66364 1.24292 7.84717
C 5.72301 0.24005 8.43601
C 5.99088 -0.19397 9.89708
C 7.14796 -1.13485 10.03071
C 7.33849 2.75703 5.40811
C 7.33502 4.26276 5.90350
C 6.45294 5.14261 5.04959
C 6.34679 6.56665 5.60461
C 4.56403 2.43568 6.28094
C 3.95643 2.50699 4.88954
C 2.60554 3.12196 4.77403
C 2.07611 3.25241 3.37126
H 5.71820 -3.61652 4.10577
H 6.83920 -2.49847 3.24522
H 5.34920 -1.91110 3.91763
H 7.77728 -2.77299 5.56449
H 6.22654 -2.43154 6.26758
H 8.01560 -0.55365 4.67163
H 7.62567 -0.52079 6.43552
H 5.13284 -0.31516 5.38467
H 6.09462 0.47752 4.11477
H 6.74564 2.17484 8.41048
H 7.65620 0.73569 7.86199
H 5.63942 -0.65905 7.78935
H 4.73240 0.67677 8.40147
H 5.07147 -0.76271 10.18078
H 5.93667 0.69434 10.60520
H 7.98005 -0.64108 9.64896
H 6.97682 -2.07298 9.50868
H 7.26452 -1.33279 11.08659
H 6.96305 2.75961 4.43467
H 8.36678 2.34433 5.40525
H 8.35983 4.71913 5.97206
H 7.08689 4.25968 7.00473
H 5.47029 4.75203 5.01419
H 6.79846 5.13366 4.01115
H 7.30526 6.99028 5.77012
H 5.76649 6.70104 6.49903
H 5.79395 7.22685 4.89373
H 4.49873 3.36155 6.78407
H 3.98215 1.78285 6.92604
H 3.87373 1.48382 4.51162
H 4.63992 3.08727 4.30097
H 2.55953 4.12426 5.20437
H 1.89207 2.58334 5.37735
H 1.06529 3.66616 3.25147
H 2.08441 2.28392 2.79432
H 2.54266 3.94002 2.66017
C 5.94351 2.98064 1.06279
C 4.74245 2.40979 0.40622
C 4.79666 0.86944 0.15401
C 5.72949 0.46699 -0.97046
P 6.25405 -1.24093 -0.96184
C 7.67238 -1.53040 0.19889
C 7.93009 -0.43841 1.19363
C 9.43952 0.02027 1.16742
C 9.64437 1.17603 2.14573
C 4.73007 -2.23246 -0.65652
C 4.96454 -3.70560 -0.60272
C 5.00959 -4.29043 0.86105
C 4.82713 -5.74935 0.93142
C 6.73004 -1.68754 -2.61512
C 7.44615 -3.05602 -2.80715
C 8.54332 -3.09725 -3.79374
C 9.12836 -4.47107 -4.11331
H 5.74833 4.03181 1.32993
H 6.93316 3.00944 0.54234
H 6.04639 2.42129 1.99714
H 4.40482 3.00130 -0.44445
H 3.97806 2.48755 1.19547
H 3.73353 0.49666 -0.01886
H 5.21642 0.48924 1.19100
H 6.62719 1.10854 -1.01320
H 5.16160 0.62343 -1.87280
H 8.62358 -1.55899 -0.31578
H 7.55608 -2.51712 0.69106
H 7.72125 -0.77899 2.26578
H 7.32990 0.42989 1.08191
H 9.62036 0.31634 0.18399
H 10.12767 -0.86351 1.23786
H 9.78465 0.65784 3.12520
H 8.78129 1.80714 2.24493
H 10.56117 1.70272 1.94215
H 4.07361 -1.96821 -1.51034
H 4.22241 -1.83000 0.22119
H 5.83238 -3.96534 -1.19399
H 4.12285 -4.15038 -1.15407
H 4.22888 -3.65473 1.37662
H 6.00522 -4.08830 1.35089
H 4.58005 -6.15343 1.93438
H 5.75079 -6.20782 0.64583
H 4.08995 -6.01556 0.23637
H 7.31631 -0.89733 -3.12416
H 5.73780 -1.69040 -3.20299
H 6.75848 -3.89477 -3.07480
H 7.76496 -3.33839 -1.82823
H 9.29714 -2.31774 -3.60518
H 8.07811 -2.63300 -4.72567
H 10.00007 -4.60800 -3.44619
H 9.46155 -4.42341 -5.15534
H 8.37414 -5.28572 -3.88094
P -2.52616 1.44272 -6.66282
F -1.16447 0.74678 -7.21848
F -1.87171 1.50429 -5.14328
F -2.03770 2.92389 -7.12165
F -3.86959 2.11983 -6.08663
F -3.18290 1.20180 -8.11484
F -3.11879 0.00408 -6.21868
P 3.76070 1.13581 -4.36474
F 3.29110 1.37531 -2.76379
F 3.62268 2.74489 -4.69282
F 5.24596 1.44323 -4.02412
F 4.09450 0.84596 -5.91014
F 3.89400 -0.43469 -3.89519
F 2.21531 0.92574 -4.70922
C -8.35481 1.30591 3.13227
F -7.66047 1.07103 4.25996
F -9.58919 0.77990 3.22404
F -8.54368 2.62546 2.91555
S -7.68780 0.60215 1.57763
O -7.27737 -0.75614 1.81020
O -8.79135 0.87905 0.64278
N -6.47607 1.45709 1.08312
S -5.11106 1.46576 1.81020
O -5.16985 1.22257 3.25348
O -4.15409 0.74317 1.02024
C -4.60954 3.16818 1.88192
F -3.50636 3.46670 2.52685
F -4.45263 3.80920 0.70217
F -5.62207 3.73574 2.55646
C 1.04816 -6.17745 -2.55315
F 1.89868 -6.53995 -1.60649
F 1.73631 -5.79507 -3.59347
F 0.24115 -7.16342 -2.88260
S 0.05429 -4.66047 -2.05161
O 1.00171 -3.85870 -1.36993
O -0.57834 -4.22165 -3.28436
N -0.88714 -5.31070 -0.98491
S -2.42657 -5.43544 -1.13459
O -3.16460 -4.23017 -1.48369
O -2.89160 -6.58569 -1.82163
C -2.77300 -5.57895 0.65172
F -2.27823 -4.52112 1.30063
F -4.09614 -5.58097 0.78184
F -2.32766 -6.68082 1.20704
C 1.68260 -2.76217 2.66964
F 0.46277 -3.05599 3.15978
F 2.51162 -3.75049 2.98491
F 1.61195 -2.74962 1.33793
S 2.29958 -1.08546 3.36298
O 3.43218 -0.81458 2.51055
O 1.06772 -0.36566 3.07324
N 2.73020 -1.14361 4.81353
S 1.75462 -1.14699 6.07171
O 2.05751 0.04498 6.78395
O 0.39722 -1.61934 5.85681
C 2.44311 -2.54505 7.08674
F 2.23303 -3.73347 6.53430
F 3.71719 -2.32318 7.33830
F 1.67897 -2.53267 8.17309
*
```

## Properties
Highest occupied orbital energy in eV: -13.66
Lowest unoccupied orbital energy in eV: -4.00
E_tot in eV: -313762.47583